[1]
{
  "formula": "C5H12NO",
  "method": "the ωB97M-V functional and the def2-TZVPD basis",
  "lumo_energy_ev": -4.964,
  "spin_multiplicity": 1,
  "fmax_ha_per_bohr": 0.045,
  "de_lowest_ev": 1.206,
  "gap_ev": 9.5,
  "e_homo_ev": -14.50,
  "total_charge": 1,
  "species": ["O", "N", "C", "C", "C", "C", "C", "H", "H", "H", "H", "H", "H", "H", "H", "H", "H", "H", "H"],
  "xyz": [[-1.50994, 1.32095, 0.33306], [-0.77888, -1.42802, -0.39346], [1.11119, 0.18737, -0.79782], [-0.25107, 2.01726, 0.54112], [0.92202, 1.10459, 0.44231], [0.60383, -1.24833, -0.76211], [-1.25023, -2.43421, 0.18708], [-2.13428, -2.32385, 0.73656], [-1.21597, -0.56355, -0.12436], [1.81857, 1.70577, 0.47470], [-2.17606, 1.85321, 0.76946], [1.24256, -1.92063, -0.18324], [0.75393, 0.74623, -1.63494], [-0.62958, -3.29485, 0.35024], [0.63014, -1.63506, -1.74646], [2.16262, 0.10858, -0.89879], [1.12555, 0.49759, 1.36265], [-0.23058, 2.51692, 1.54857], [-0.19379, 2.79003, -0.20456]],
  "atomic_forces_ev_per_a": [[0.82, -0.28, 0.30], [0.47, 0.89, 1.76], [-0.94, 0.64, 1.29], [-0.63, 0.24, 0.93], [1.24, -1.75, 0.91], [0.85, -0.18, -0.72], [0.99, -0.62, 0.60], [-1.55, -0.09, 0.28], [-1.12, 1.33, -0.57], [0.14, 0.66, -0.22], [-0.41, -0.07, -0.04], [-0.21, 0.25, 0.29], [-0.38, 0.02, -0.90], [0.00, -0.62, -0.46], [0.47, -0.33, -1.32], [1.05, -0.27, -0.40], [-0.80, 0.27, -0.44], [-0.15, -0.49, -0.88], [0.13, 0.41, -0.41]],
  "mulliken_charge": [-0.567, 0.128, -0.708, -0.354, -0.725, -0.668, -0.196, 0.306, 0.252, 0.386, 0.315, 0.433, 0.367, 0.317, 0.349, 0.387, 0.319, 0.351, 0.309]
}

[2]
{
  "formula": "C5H13NS",
  "method": "the ωB97M-V functional and the def2-TZVPD basis",
  "lumo_energy_ev": 0.949,
  "spin_multiplicity": 1,
  "fmax_ha_per_bohr": 0.045,
  "de_lowest_ev": 0.933,
  "gap_ev": 9.7,
  "e_homo_ev": -8.80,
  "total_charge": 0,
  "species": ["S", "N", "C", "C", "C", "C", "C", "H", "H", "H", "H", "H", "H", "H", "H", "H", "H", "H", "H", "H"],
  "xyz": [[-1.01946, -1.85690, -0.89430], [0.97318, 0.48151, 0.75957], [-1.68666, -0.41763, -0.01033], [-1.14148, 0.94290, -0.43646], [2.33967, -0.06962, 0.51722], [1.04596, 1.71142, 1.63866], [0.41668, 0.96458, -0.51806], [-1.38385, -0.48991, 1.03196], [2.59992, -0.45997, 1.51767], [0.03181, 2.01525, 1.95360], [-2.78582, -0.43900, -0.02999], [-1.53904, -1.58616, -2.10981], [1.61701, 1.52686, 2.53371], [1.40536, 2.51028, 0.97496], [0.64493, 0.35680, -1.40472], [-1.49003, 1.14005, -1.46440], [2.23644, -0.82279, -0.24167], [-1.49594, 1.67394, 0.29810], [0.78860, 1.95781, -0.86206], [3.07023, 0.70220, 0.24158]],
  "atomic_forces_ev_per_a": [[-0.08, 0.04, 0.01], [0.81, 1.45, -0.86], [-0.14, 0.42, 0.34], [0.75, -0.09, -0.92], [-1.17, 0.83, 1.81], [-1.00, -0.88, -1.25], [-1.33, -0.26, -0.38], [0.02, -0.69, 0.04], [0.46, -0.28, -0.73], [0.33, -0.29, -0.13], [0.36, 0.04, -0.11], [0.02, 0.04, 0.24], [0.44, 0.03, 0.10], [0.49, 0.23, 0.74], [0.34, -0.52, 0.71], [-0.19, 0.46, 0.47], [0.26, -0.47, -0.14], [-0.15, 0.12, -0.42], [-0.20, -0.13, 0.66], [-0.02, -0.04, -0.18]],
  "mulliken_charge": [-0.234, -0.006, -0.687, -0.607, -0.998, -0.952, -0.787, 0.334, 0.335, 0.215, 0.391, 0.110, 0.370, 0.368, 0.468, 0.362, 0.348, 0.272, 0.378, 0.319]
}